Record 1
C4H4N2O as an isolated structure, computed with ωB97M-V/def2-TZVPD.

Geometry as XYZ:
```
11
Properties=species:S:1:pos:R:3:lowdin_charge:R:1
C 1.46356 -0.84735 0.11441 -0.254
C -0.27232 0.96046 -0.11554 -0.208
C -1.52056 0.51425 -0.15321 -0.115
C -1.72852 -0.90072 -0.09008 -0.218
H 0.64564 -1.53045 0.95813 0.216
H 1.80841 1.12365 -0.29277 0.214
H -0.17282 2.00537 0.20633 0.131
H -2.22604 1.37071 0.04141 0.122
N 0.94719 0.42122 -0.20807 0.015
N -1.61854 -2.10780 -0.22201 0.125
O 2.67400 -1.00936 -0.23860 -0.027
```

Calculated values
LUMO: -0.07 eV
Energy relative to the best compared isomer or geometry (same formula, charge and spin): 67.7 kcal per mole
Gap between HOMO and LUMO: 9.51 eV

Record 2
One molecule with the formula C4H4N2O, computed with ωB97M-V/def2-TZVPD.

Geometry as XYZ:
```
11
Properties=species:S:1:pos:R:3:lowdin_charge:R:1
N 2.44793 0.07094 -0.34871 0.165
C 1.40162 -0.51181 -0.10744 -0.183
C 0.28029 -1.19870 0.02534 -0.105
C -1.07554 -0.64586 0.04739 -0.121
C -1.44301 0.63306 0.11908 -0.132
N -0.49380 1.72389 0.27570 -0.037
O -0.10431 2.17471 -0.77393 0.012
H 2.94481 0.45895 0.45162 0.086
H 0.39337 -2.27274 0.13852 0.105
H -1.87086 -1.38520 0.00976 0.102
H -2.48048 0.95276 0.16268 0.108
```

Calculated values
LUMO (alpha / beta): -0.25 / -0.25 eV
Energy relative to the best compared isomer or geometry (same formula, charge and spin): 105.8 kcal per mole
Gap between HOMO and LUMO (alpha / beta): 8.39 / 8.39 eV

Record 3
One molecule with the formula C4H4N2O, computed with ωB97M-V/def2-TZVPD.

Geometry as XYZ:
```
11
Properties=species:S:1:pos:R:3:lowdin_charge:R:1
O -2.34108 -1.14241 -0.60764 0.041
C -1.83047 -0.09394 -0.27472 -0.227
C -0.41013 0.07657 -0.05077 -0.252
C 0.25630 1.19700 0.35327 -0.107
N 1.60795 1.01411 0.29376 0.071
C 1.74782 -0.25248 -0.03865 -0.175
N 0.56035 -0.87757 -0.24792 0.118
H -2.41132 0.84647 -0.15015 0.130
H -0.22767 1.87476 1.03160 0.115
H 2.69136 -0.77654 -0.10361 0.122
H 0.35690 -1.86597 -0.20518 0.164
```

Calculated values
LUMO: 0.17 eV
Energy relative to the best compared isomer or geometry (same formula, charge and spin): 15.1 kcal per mole
Gap between HOMO and LUMO: 9.67 eV

Record 4
One molecule with the formula C4H4N2O, computed with ωB97M-V/def2-TZVPD.

Geometry as XYZ:
```
11
Properties=species:S:1:pos:R:3:lowdin_charge:R:1
N -1.35536 1.89102 1.41429 0.173
C -1.22626 0.76328 1.12408 -0.125
C -0.48372 0.97785 -0.31002 -0.221
O 0.82906 0.59587 -0.19996 -0.112
C 1.01021 -0.73389 0.21835 -0.193
C 0.33075 -1.68613 -0.68146 -0.177
N -0.23098 -2.40274 -1.39328 0.168
H -0.47614 2.01756 -0.65407 0.124
H -1.10353 0.36553 -0.95877 0.105
H 2.08530 -0.91095 0.20380 0.137
H 0.62066 -0.87740 1.23703 0.121
```

Calculated values
LUMO: -0.25 eV
Energy relative to the best compared isomer or geometry (same formula, charge and spin): 80.4 kcal per mole
Gap between HOMO and LUMO: 11.36 eV

Record 5
One molecule with the formula C4H4N2O, computed with ωB97M-V/def2-TZVPD.

Geometry as XYZ:
```
11
Properties=species:S:1:pos:R:3:lowdin_charge:R:1
O -2.73515 -1.08689 -0.05191 0.032
C -1.98914 -0.14245 0.03294 -0.234
C -0.46505 -0.12089 0.23047 -0.102
C 0.12531 1.09570 -0.00605 -0.156
N 1.46512 1.06905 -0.21263 0.053
C 1.79266 -0.19313 -0.09825 -0.224
N 0.75875 -1.02976 0.15511 0.103
H -2.43891 0.88895 -0.11203 0.131
H -0.41891 2.02979 -0.05577 0.112
H 2.83451 -0.50738 -0.20610 0.128
H 1.07080 -2.00300 0.32421 0.157
```

Calculated values
LUMO: 0.46 eV
Energy relative to the best compared isomer or geometry (same formula, charge and spin): 29.7 kcal per mole
Gap between HOMO and LUMO: 10.13 eV

Record 6
One molecule with the formula C4H4N2O, computed with ωB97M-V/def2-TZVPD.

Geometry as XYZ:
```
11
Properties=species:S:1:pos:R:3:lowdin_charge:R:1
O -0.66942 1.79729 1.86591 0.065
C -0.18162 1.07919 1.01883 -0.490
C -0.71532 0.99331 -0.34236 0.006
C -0.50094 -0.10810 -1.06993 -0.096
N 0.31335 -1.09191 -0.55302 0.036
C 1.04702 -0.82392 0.57273 -0.175
N 0.93329 0.24401 1.27629 0.147
H -1.32016 1.79994 -0.71681 0.111
H -0.85890 -0.25644 -2.08381 0.124
H 0.14501 -2.05897 -0.78208 0.144
H 1.80770 -1.57441 0.81426 0.129
```

Calculated values
LUMO: 0.42 eV
Energy relative to the best compared isomer or geometry (same formula, charge and spin): 8.6 kcal per mole
Gap between HOMO and LUMO: 9.87 eV

Record 7
One molecule with the formula C4H4N2O, computed with ωB97M-V/def2-TZVPD.

Geometry as XYZ:
```
11
Properties=species:S:1:pos:R:3:lowdin_charge:R:1
N -0.79649 1.31149 -1.92998 0.205
C -0.66480 1.04339 -0.77248 -0.089
C -0.75549 1.11638 0.61196 -0.161
N -0.21889 0.27024 1.48765 0.041
C 0.49791 -0.80519 1.26825 -0.169
C 0.87046 -1.31956 -0.00732 -0.232
O 0.54300 -0.77913 -1.07473 -0.017
H -0.45539 0.79638 -2.72579 0.104
H -1.32662 1.95549 1.01707 0.110
H 0.82785 -1.34598 2.14838 0.090
H 1.47847 -2.24350 -0.02300 0.117
```

Calculated values
LUMO (alpha / beta): -0.30 / -0.30 eV
Energy relative to the best compared isomer or geometry (same formula, charge and spin): 71.3 kcal per mole
Gap between HOMO and LUMO (alpha / beta): 7.90 / 7.90 eV

Record 8
One molecule with the formula C4H4N2O, computed with ωB97M-V/def2-TZVPD.

Geometry as XYZ:
```
11
Properties=species:S:1:pos:R:3:lowdin_charge:R:1
O 1.99746 -1.40610 0.35062 0.067
C 1.03589 -0.68490 0.18488 -0.461
C 1.03687 0.75309 -0.04053 0.009
C -0.12074 1.39629 -0.31284 -0.126
N -1.32953 0.76552 -0.54281 0.063
C -1.35730 -0.48067 -0.22455 -0.185
N -0.29210 -1.17919 0.26068 0.132
H 1.97806 1.27683 0.07741 0.113
H -0.15866 2.48069 -0.37060 0.108
H -2.26731 -1.06596 -0.35162 0.128
H -0.52263 -1.85559 0.96935 0.152
```

Calculated values
LUMO: 0.32 eV
Energy relative to the best compared isomer or geometry (same formula, charge and spin): 3.8 kcal per mole
Gap between HOMO and LUMO: 9.85 eV

Record 9
One molecule with the formula C4H4N2O, computed with ωB97M-V/def2-TZVPD.

Geometry as XYZ:
```
11
Properties=species:S:1:pos:R:3:lowdin_charge:R:1
H -1.04160 -2.18056 -1.45188 0.099
N -1.13286 -1.11734 -1.66839 0.147
C -0.34816 -0.67933 -0.76136 -0.405
N 0.21395 -1.12477 0.56422 0.126
C 0.67076 -0.38068 1.39129 -0.247
C 0.63116 1.02798 1.26255 -0.090
C 0.23551 1.55580 0.09201 -0.090
O -0.10050 0.66885 -0.92327 -0.020
H 0.84412 -0.93443 2.32350 0.124
H 0.56994 1.67838 2.36210 0.181
H -0.27167 2.63799 -0.02531 0.176
```

Calculated values
LUMO: 0.07 eV
Energy relative to the best compared isomer or geometry (same formula, charge and spin): 79.4 kcal per mole
Gap between HOMO and LUMO: 9.52 eV

Record 10
One molecule with the formula C4H4N2O2, computed with ωB97M-V/def2-TZVPD.

Geometry as XYZ:
```
12
Properties=species:S:1:pos:R:3:lowdin_charge:R:1
O 0.31989 0.60732 2.25981 0.072
C 0.73712 -0.35973 1.62964 -0.157
C 0.18257 -0.95114 0.24045 -0.230
C 1.01455 -0.59558 -0.94826 -0.175
N 0.76856 0.41286 -1.68956 0.046
N -0.35117 1.29810 -1.22260 0.044
C -1.34144 0.58112 -0.60778 -0.184
O -1.26358 -0.61169 0.01020 -0.025
H 1.58822 -1.05218 1.85080 0.127
H 0.20619 -2.07031 0.47839 0.158
H 1.73142 -1.54473 -1.38539 0.177
H -2.45485 0.67745 -0.60302 0.147
```

Calculated values
LUMO: -0.06 eV
Energy relative to the best compared isomer or geometry (same formula, charge and spin): 112.3 kcal per mole
Gap between HOMO and LUMO: 9.56 eV

Record 11
A 2-piece molecular cluster, C4H4N2O2 overall, computed with ωB97M-V/def2-TZVPD.

Geometry as XYZ:
```
12
Properties=species:S:1:pos:R:3:lowdin_charge:R:1
C 1.63470 -0.22172 2.74872 -0.233
C -0.29336 1.53908 -0.20870 -0.047
C -0.12869 0.36380 0.45639 0.029
C 1.10736 -0.86510 1.70767 -0.067
N 1.78592 0.47551 3.65113 0.184
N 1.41916 -2.02475 1.27426 -0.326
O 2.10304 -2.85229 1.82023 0.064
O 0.69461 -2.39755 0.11283 0.041
H 0.45931 2.27942 -0.00116 0.034
H -1.08762 1.78449 -1.03720 0.107
H 0.59146 -3.39601 0.13325 0.156
H -0.90895 -0.44945 0.40706 0.058
```

Calculated values
LUMO (alpha / beta): -0.77 / -0.77 eV
Energy relative to the best compared isomer or geometry (same formula, charge and spin): 206.8 kcal per mole
Gap between HOMO and LUMO (alpha / beta): 8.93 / 8.93 eV

Record 12
One molecule with the formula C4H4N2O2, computed with ωB97M-V/def2-TZVPD.

Geometry as XYZ:
```
12
Properties=species:S:1:pos:R:3:lowdin_charge:R:1
C 1.06940 1.35093 1.48593 -0.105
C 0.33259 0.35499 0.75785 -0.294
C 0.57764 -1.02030 0.73887 -0.076
O 0.05272 -2.02636 -0.06164 -0.081
N -1.23124 -1.43427 -0.68366 0.041
N -1.19854 -0.32816 -1.09794 0.109
C -0.10097 0.87735 -0.59605 -0.272
O 0.03031 1.97496 -1.02255 0.146
H 0.54268 2.40651 1.57368 0.128
H 1.30909 0.75232 2.54626 0.139
H 2.05476 1.55240 0.97101 0.100
H 1.16583 -1.34080 1.73413 0.164
```

Calculated values
LUMO: -0.44 eV
Energy relative to the best compared isomer or geometry (same formula, charge and spin): 129.6 kcal per mole
Gap between HOMO and LUMO: 9.01 eV

Record 13
A 2-piece molecular cluster, C4H4N2O2 overall, computed with ωB97M-V/def2-TZVPD.

Geometry as XYZ:
```
12
Properties=species:S:1:pos:R:3:lowdin_charge:R:1
C -1.07650 0.40273 0.15633 -0.156
C 0.15355 -0.00217 0.04121 -0.184
C 1.91181 -1.20152 -0.09927 -0.169
C 1.36186 0.89439 0.01552 -0.470
H -3.25699 0.84926 0.49963 0.248
H -2.93347 -1.12518 -0.36442 0.172
H -0.83465 1.48658 0.25654 0.136
H 2.61122 -2.00124 -0.20130 0.132
N -2.42194 -0.04213 -0.22445 -0.045
N 2.45239 0.01824 0.01363 0.155
O 0.63276 -1.35715 0.05220 0.079
O 1.39995 2.07818 -0.14561 0.102
```

Calculated values
LUMO: -0.21 eV
Energy relative to the best compared isomer or geometry (same formula, charge and spin): 114.5 kcal per mole
Gap between HOMO and LUMO: 9.03 eV

Record 14
One molecule with the formula C4H4N2O2, computed with ωB97M-V/def2-TZVPD.

Geometry as XYZ:
```
12
Properties=species:S:1:pos:R:3:lowdin_charge:R:1
C -0.38252 0.06122 1.35530 -0.024
C -0.59031 0.04519 -0.06671 -0.091
C -1.12438 -0.35042 -1.39005 -0.041
O 0.21259 -0.61975 -2.15421 -0.133
N 1.19698 0.06310 -1.64109 0.065
C 0.88740 0.20820 -0.39114 -0.304
O 1.77437 0.76588 0.57262 -0.005
N 1.03407 0.15438 1.75253 0.019
H -0.90422 -0.32499 2.34324 0.150
H -1.59788 -1.26846 -1.04653 0.124
H -1.73559 0.47793 -1.82510 0.139
H 1.22950 0.78772 2.49114 0.099
```

Calculated values
LUMO: 0.49 eV
Energy relative to the best compared isomer or geometry (same formula, charge and spin): 177.2 kcal per mole
Gap between HOMO and LUMO: 8.54 eV

Record 15
One molecule with the formula C4H4N2O2, computed with ωB97M-V/def2-TZVPD.

Geometry as XYZ:
```
12
Properties=species:S:1:pos:R:3:lowdin_charge:R:1
O -0.73108 0.71021 -1.78954 0.003
C -0.40256 -0.40125 -1.24959 -0.150
C 0.63156 -0.67093 -0.06870 -0.217
C -0.25551 -0.89282 1.22925 -0.116
N -0.78785 0.16721 1.63557 0.031
N -0.77774 1.41235 0.89448 0.076
C 0.28217 1.50176 0.19669 -0.280
O 1.33606 0.60874 0.11876 -0.056
H -0.82784 -1.50748 -1.62706 0.168
H 1.49409 -1.46893 -0.51704 0.214
H -0.44918 -1.93603 1.68952 0.138
H 0.48787 2.47718 -0.51233 0.190
```

Calculated values
LUMO: -0.10 eV
Energy relative to the best compared isomer or geometry (same formula, charge and spin): 126.2 kcal per mole
Gap between HOMO and LUMO: 9.74 eV

Record 16
C4H4N2O2PS as an isolated structure, computed with ωB97M-V/def2-TZVPD.

Geometry as XYZ:
```
14
Properties=species:S:1:pos:R:3:lowdin_charge:R:1
C -0.93230 0.07703 -1.26601 -0.229
C -1.62461 -0.95189 -0.61850 -0.958
C 0.35134 -0.75200 0.72716 0.029
C 1.04702 -0.13469 1.79134 -0.773
N 0.19310 0.48031 -0.71794 -0.273
N -0.91712 -1.24032 0.54779 0.042
O 0.76332 -0.60632 2.88985 0.001
O 1.76748 0.87737 1.49681 -0.223
P 1.14021 1.86427 -0.52891 0.777
S -3.07670 -1.55834 -0.92156 0.489
H -1.46735 0.65116 -2.06450 0.124
H -1.08549 -2.09900 1.11809 0.168
H 1.32845 2.12970 -1.98481 -0.130
H 2.51263 1.26272 -0.46880 -0.043
```

Calculated values
LUMO (alpha / beta): 2.77 / 3.01 eV
Charge: -1
Energy relative to the best compared isomer or geometry (same formula, charge and spin): 68.0 kcal per mole
Gap between HOMO and LUMO (alpha / beta): 6.54 / 6.50 eV

Record 17
One molecule with the formula C4H4N2O3S, computed with ωB97M-V/def2-TZVPD.

Geometry as XYZ:
```
14
Properties=species:S:1:pos:R:3:lowdin_charge:R:1
C -1.15790 -1.65299 0.39171 0.014
C -2.51525 -0.98606 0.41731 -0.055
C -0.43133 -0.69066 -0.24366 -0.535
C 1.76096 1.15982 0.23533 -0.530
N -2.46110 0.17019 -0.23078 0.068
N 1.52239 2.15854 -0.63409 0.138
O 2.13139 1.15370 1.33752 0.127
O 1.80326 -1.88889 0.24857 -0.538
O -1.16133 0.34002 -0.59935 -0.074
S 1.29915 -0.81563 -0.66891 0.986
H -0.73130 -2.57357 0.72627 0.097
H -3.27917 -1.20442 1.01103 0.061
H 2.18673 2.86783 -0.44532 0.103
H 1.03352 1.96211 -1.54563 0.139
```

Calculated values
LUMO: 0.17 eV
Energy relative to the best compared isomer or geometry (same formula, charge and spin): 69.4 kcal per mole
Gap between HOMO and LUMO: 8.99 eV

Record 18
A 2-piece molecular cluster, C4H4N2O4 overall, computed with ωB97M-V/def2-TZVPD.

Geometry as XYZ:
```
14
Properties=species:S:1:pos:R:3:lowdin_charge:R:1
C -0.29999 1.23948 0.47835 0.000
C 1.05169 0.66191 0.77237 -0.227
O 2.17715 1.02697 0.74776 0.186
C 0.61863 -0.98351 1.45852 -0.496
O -0.54525 -1.32799 1.49318 0.026
N 1.78855 -1.25105 1.82926 0.028
O 2.90524 -0.78987 1.84381 0.054
H -0.96998 0.97858 1.38058 0.128
H -0.87299 0.92177 -0.43996 0.117
H -0.07884 2.31194 0.19958 0.109
N 0.81067 -1.95566 -0.86268 0.222
C 0.49439 -1.93490 -1.99414 -0.388
O -0.00534 -1.60649 -2.97710 0.174
H 0.56619 -2.59681 -0.18938 0.067
```

Calculated values
LUMO (alpha / beta): -1.31 / -1.31 eV
Energy relative to the best compared isomer or geometry (same formula, charge and spin): 40.1 kcal per mole
Gap between HOMO and LUMO (alpha / beta): 7.58 / 7.58 eV

Record 19
One molecule with the formula C4H4N2O4, computed with ωB97M-V/def2-TZVPD.

Geometry as XYZ:
```
14
Properties=species:S:1:pos:R:3:lowdin_charge:R:1
O -1.94283 -1.69144 -0.75075 0.133
C -1.51192 -0.65042 -0.34872 -0.381
N -2.29198 0.32244 0.24682 0.057
O -1.65264 1.60449 0.31164 -0.049
C -0.00315 -0.45782 -0.18298 -0.168
C 0.80330 0.49753 -0.66046 0.076
C 2.10442 0.13821 -0.20653 -0.527
O 3.14429 0.63086 -0.52231 0.087
N 1.98552 -0.88820 0.73009 0.141
O 0.64985 -1.36835 0.55656 0.030
H -3.22858 0.41678 0.04077 0.118
H -1.51785 1.70096 1.32160 0.157
H 0.74838 1.40521 -1.20877 0.130
H 2.71320 -1.66026 0.67304 0.195
```

Calculated values
LUMO: 0.35 eV
Energy relative to the best compared isomer or geometry (same formula, charge and spin): 4.9 kcal per mole
Gap between HOMO and LUMO: 9.95 eV

Record 20
One molecule with the formula C4H4N2S, computed with ωB97M-V/def2-TZVPD.

Geometry as XYZ:
```
11
Properties=species:S:1:pos:R:3:lowdin_charge:R:1
S 1.07423 -0.14724 -2.77222 0.669
C -0.14930 0.19936 -1.75963 -0.674
N -0.11472 0.01700 -0.42432 -0.129
C 0.85080 -0.55408 0.36311 -0.090
C 0.49080 -0.37379 1.66071 -0.123
N -0.69612 0.31673 1.75237 0.057
C -1.10361 0.55901 0.57293 -0.088
H -1.07259 0.63409 -2.13315 0.069
H 1.69467 -1.05761 -0.06489 0.099
H 1.00060 -0.67351 2.55405 0.098
H -1.97475 1.08004 0.25103 0.113
```

Calculated values
LUMO: -0.57 eV
Energy relative to the best compared isomer or geometry (same formula, charge and spin): 20.1 kcal per mole
Gap between HOMO and LUMO: 8.57 eV